[1]
The following is a quantum chemistry calculation of 2 unconnected molecules or ions with the total composition C4H8P, from the Open Molecules 2025 dataset.

The geometry in XYZ format:
```
13
Properties=species:S:1:pos:R:3:mulliken_charge:R:1
C -0.07070 1.86666 0.14610 0.082
C 0.94626 1.22733 -0.22829 -0.150
C 2.70704 -0.63759 0.63927 -0.933
C -2.01938 -0.15996 -0.66864 -0.592
P 2.05403 0.09571 -0.88144 0.316
H -0.53190 2.81792 0.40176 0.437
H -1.58323 0.64868 -0.09508 -0.158
H 2.60504 -0.06340 1.44997 0.376
H 3.67294 -0.96636 0.58028 0.393
H 2.11378 -1.51293 0.83634 0.354
H -1.26218 -0.65268 -1.26258 0.261
H -2.88140 0.29096 -1.29754 0.287
H -2.60238 -0.62759 0.08802 0.327
```

Calculated total energy in eV: -13554.395
M in g mol⁻¹: 87.08
Orbital gap in eV: 7.69
Lowest unoccupied orbital energy in eV: -7.9
Total charge: +1

---

[2]
The following is a quantum chemistry calculation of a molecular structure, C26H34CoNO2, from the Open Molecules 2025 dataset.

The geometry in XYZ format:
```
64
Properties=species:S:1:pos:R:3:mulliken_charge:R:1
C -2.25123 0.82166 0.62493 0.254
C -2.18932 0.63696 -0.78820 -1.136
C -2.00286 -0.74952 -1.02555 -0.321
H -2.30755 1.41667 -1.52766 0.455
C -1.86847 -1.42721 0.23500 -0.838
C -2.02705 -0.47298 1.25067 -0.142
H -1.65794 -2.47119 0.39242 0.547
C 0.99559 2.06685 0.80868 0.149
C 0.28328 2.30803 -0.41342 -0.608
C 0.94645 1.62587 -1.44808 -0.479
H -0.59274 2.93668 -0.50625 0.613
C 2.06693 0.91017 -0.87424 -0.220
C 2.05713 1.14789 0.52438 -1.114
H -1.95896 -1.21954 -2.00205 0.416
H -1.86668 -0.62123 2.31827 0.195
H -2.32256 1.79447 1.11827 0.404
H 2.73939 0.73114 1.26252 0.305
H 0.67131 1.63166 -2.49680 0.448
H 0.77353 2.40946 1.79814 0.405
Co 0.01401 -0.01822 -0.04206 1.218
C 3.10828 0.09775 -1.60527 2.395
C 4.47349 0.69987 -1.33181 -1.943
C 2.83625 0.07417 -3.10646 -2.254
H 4.45678 1.78635 -1.49747 0.405
H 5.22334 0.26457 -2.00458 0.490
H 4.79778 0.52115 -0.29713 0.323
H 3.06651 1.05291 -3.54780 0.475
H 1.79098 -0.17206 -3.33817 0.303
H 3.48318 -0.67365 -3.58190 0.390
C 3.08771 -1.34495 -1.04780 -1.066
C 1.81749 -2.09895 -1.37663 0.132
H 3.17809 -1.32565 0.05677 0.295
H 3.97870 -1.88184 -1.42726 0.295
O 0.68681 -1.55988 -1.17761 -0.600
N 1.92596 -3.33254 -1.85223 -0.030
C 0.82226 -4.33922 -1.85282 -1.264
H 2.70028 -3.51043 -2.47331 0.354
C -0.27713 -4.05141 -2.81763 0.933
C -1.62430 -4.30434 -2.49148 -0.329
H -1.89182 -4.71037 -1.51054 0.327
C -2.63166 -4.04781 -3.41575 -0.600
H -3.66791 -4.25464 -3.14909 0.366
C -2.31753 -3.53946 -4.68150 -0.446
H -3.10724 -3.34250 -5.40336 0.385
C -0.98733 -3.29341 -5.01032 -0.716
H -0.72400 -2.90022 -5.99079 0.390
C 0.02648 -3.55739 -4.08056 -0.129
H 1.06560 -3.36663 -4.34778 0.302
H 0.44538 -4.44132 -0.83487 0.359
H 1.31524 -5.29124 -2.10740 0.383
C 0.12258 1.62830 3.88180 -1.440
C -0.95976 1.90809 2.87710 1.000
C -2.24857 1.43847 3.51308 -1.926
C -1.15778 3.42916 2.50842 -1.459
O -0.52383 1.06773 1.73476 -0.284
H -0.17493 2.14531 4.79525 0.438
H 1.14554 1.94679 3.69262 0.351
H 0.17285 0.55487 4.11551 0.325
H -2.40354 2.11190 4.35981 0.597
H -3.17952 1.49643 2.94990 0.313
H -2.18091 0.45388 3.98097 0.442
H -0.30831 4.01720 2.14884 0.331
H -1.99893 3.67099 1.84587 0.314
H -1.40924 3.89932 3.47123 0.520
```

Multiplicity: 5
Calculated total energy in eV: -70720.050
M in g mol⁻¹: 451.50
Orbital gap (alpha / beta) in eV: 6.15 / 6.49
<S²>: 6.02
Lowest unoccupied orbital energy (alpha / beta) in eV: 0.3 / 0.3
Total charge: 0